# C5H8N2

The molecule C5H8N2 at a distorted geometry (the ωB97M-V functional and the def2-TZVPD basis, OMol25).

E_HOMO, eV: -9.0
Structure (SMILES): C/N=C/C1=N[C@@H]1C
Energy, Ha: -304.7087
Total charge: 0
Gap between HOMO and LUMO, eV: 9.5
Energy relative to the best compared isomer or geometry (same formula, charge and spin), kJ/mol: 332.96

The geometry in XYZ format:
```
15
Properties=species:S:1:pos:R:3:forces:R:3
H 0.9131 2.0075 -1.7417 -0.205 -0.314 0.131
C 1.0714 -0.9118 2.3520 0.153 -0.069 0.297
N -1.6812 -0.5790 -1.6185 -0.021 1.609 0.718
H -0.4673 2.0732 -2.8244 0.057 -0.278 0.166
H -1.2457 1.6869 -0.4872 -0.724 -1.084 -0.425
C -0.9363 -0.5167 -0.6202 0.122 0.471 -0.147
H 1.8868 -1.6358 2.2738 -0.022 0.051 0.092
H -1.1315 -1.9058 1.1865 0.162 0.229 -0.345
H 0.4901 0.5790 -2.7286 0.202 0.059 -0.176
H 0.3178 -1.2680 3.0671 0.110 -0.079 -0.074
C 0.0868 1.4044 -2.1488 0.084 -0.275 -0.105
C -0.8294 0.8479 -1.0907 -0.211 -0.303 -0.448
C -0.5192 -1.1718 0.6312 0.476 0.278 0.021
N 0.5501 -0.6437 1.0480 -0.202 -0.056 0.081
H 1.4945 0.0338 2.7016 0.020 -0.237 0.214
```
Forces are in eV/Å.